Entry 1:
{
  "formula": "C42H53N7NiSSi3",
  "method": "wB97M-V/def2-TZVPD",
  "fmax_ev_per_a": 0.44,
  "s_squared": 2.007,
  "spin_multiplicity": 3,
  "charge": -2,
  "homo_ha": [-0.070, -0.070],
  "orbital_gap_ev": [6.1, 6.1],
  "symbols": ["Ni", "C", "Si", "C", "C", "C", "Si", "C", "C", "C", "Si", "C", "C", "C", "C", "C", "C", "C", "N", "H", "H", "H", "H", "H", "H", "H", "H", "H", "H", "H", "H", "H", "H", "H", "H", "H", "H", "H", "H", "H", "H", "H", "H", "H", "H", "H", "H", "N", "C", "S", "N", "C", "C", "C", "C", "C", "C", "H", "H", "H", "H", "H", "H", "H", "H", "N", "C", "C", "C", "C", "C", "C", "C", "H", "H", "H", "H", "C", "C", "C", "C", "C", "C", "C", "C", "N", "H", "H", "H", "H", "H", "H", "H", "H", "H", "N", "C", "C", "C", "C", "N", "C", "C", "H", "H", "H", "H"],
  "positions_angstrom": [[0.4204, 0.3930, 0.6740], [2.7943, 5.0029, 0.7031], [2.7103, 3.0983, 0.5742], [3.2504, 2.4893, 2.2776], [4.1711, 2.7165, -0.5626], [1.0177, 2.5414, 0.0837], [0.5915, 2.4552, -1.7155], [-0.9875, 3.3782, -2.2685], [0.2550, 0.7297, -2.4300], [1.9128, 3.1610, -2.8794], [-0.2364, 3.4279, 1.0536], [-0.0027, 3.5307, 2.9256], [-0.5968, 5.2596, 0.6126], [-1.8647, 2.4831, 0.7331], [-3.1203, 3.0651, 0.8281], [-4.2377, 2.3420, 0.4265], [-4.0844, 1.0571, -0.0307], [-2.7935, 0.4938, -0.0334], [-1.7073, 1.2038, 0.3304], [3.7915, 5.3181, 1.0252], [2.0727, 5.3989, 1.4219], [2.5875, 5.4746, -0.2619], [4.3125, 2.7082, 2.4261], [3.1142, 1.4116, 2.3549], [2.6927, 2.9622, 3.0872], [5.0694, 3.1056, -0.0719], [4.1005, 3.1940, -1.5414], [4.2955, 1.6428, -0.6991], [-1.8903, 2.8592, -1.9392], [-0.9927, 3.3726, -3.3633], [-1.0589, 4.4149, -1.9420], [-0.2775, 0.0756, -1.7362], [1.1717, 0.2140, -2.7160], [-0.3775, 0.8212, -3.3194], [2.2384, 4.1586, -2.5744], [1.4959, 3.2306, -3.8884], [2.7928, 2.5164, -2.9282], [0.7229, 4.3126, 3.1659], [0.3333, 2.5936, 3.3621], [-0.9531, 3.8035, 3.3950], [-0.3837, 5.9030, 1.4702], [-1.6316, 5.4364, 0.3120], [0.0443, 5.5851, -0.2078], [-3.2159, 4.0859, 1.1728], [-5.2255, 2.7902, 0.4546], [-4.9209, 0.4692, -0.3826], [-1.5855, -1.0906, -0.4099], [2.5441, -3.0635, 1.1483], [2.4008, -2.2210, -0.0396], [2.6918, -0.4552, 0.2950], [3.3730, -2.8237, -0.9748], [3.5126, -2.5507, -2.3261], [3.7614, -3.6231, -3.1996], [3.9800, -3.4198, -4.5510], [3.9406, -2.1405, -5.0884], [3.6845, -1.0745, -4.2342], [3.4810, -1.2610, -2.8776], [3.3406, -2.7020, 1.6640], [1.7327, -2.9172, 1.7403], [3.3801, -3.8179, -0.7876], [3.7711, -4.6313, -2.7977], [4.1666, -4.2749, -5.1915], [4.0986, -1.9780, -6.1475], [3.6436, -0.0651, -4.6291], [3.2973, -0.4233, -2.2209], [-0.7730, -1.1590, 7.8970], [-0.5873, -0.8874, 6.7921], [-0.3625, -0.5445, 5.4188], [0.8795, -0.7714, 4.8218], [1.0775, -0.4328, 3.4940], [0.0810, 0.1486, 2.6878], [-1.1508, 0.3567, 3.3346], [-1.3854, 0.0236, 4.6600], [1.6776, -1.2175, 5.4048], [2.0460, -0.6360, 3.0473], [-1.9765, 0.8072, 2.7901], [-2.3537, 0.2013, 5.1151], [-4.1914, -1.6462, 1.8484], [-4.3491, -2.2083, 0.4631], [-5.2568, -3.2397, 0.2387], [-5.3407, -3.8689, -0.9910], [-4.4991, -3.4772, -2.0210], [-3.5959, -2.4385, -1.8437], [-2.6596, -2.0276, -2.9445], [-3.5454, -1.7861, -0.6040], [-2.5731, -0.7760, -0.4521], [-4.5117, -2.3822, 2.5865], [-4.7804, -0.7386, 1.9952], [-3.1519, -1.3869, 2.0547], [-5.8732, -3.5792, 1.0640], [-6.0368, -4.6856, -1.1377], [-4.5338, -3.9877, -2.9763], [-2.9525, -2.4855, -3.8897], [-1.6389, -2.3427, -2.7156], [-2.6368, -0.9434, -3.0598], [-0.7325, -6.9568, -0.6485], [-0.4777, -5.8620, -0.3969], [-0.1489, -4.4963, -0.0797], [0.5740, -3.7725, -0.9603], [0.9623, -2.3593, -0.6181], [-0.0051, -1.7260, 0.2802], [-0.6187, -2.5248, 1.1622], [-0.6740, -3.8976, 1.1168], [0.8763, -4.1940, -1.9120], [1.0064, -1.7812, -1.5467], [-1.1738, -2.0081, 1.9410], [-1.2490, -4.4639, 1.8325]],
  "mulliken_charge": [-0.529, -1.246, 0.345, -0.809, -1.179, 1.028, 0.950, -1.319, 0.412, -1.379, 0.141, -1.122, -1.800, -0.572, -0.958, -1.068, -0.922, -0.293, 2.110, 0.357, 0.247, 0.253, 0.494, 0.019, 0.309, 0.406, 0.391, 0.227, 0.196, 0.464, 0.307, -0.748, -0.247, 0.518, 0.240, 0.424, 0.156, 0.423, 0.096, 0.306, 0.371, 0.540, 0.357, 0.485, 0.366, 0.602, -1.550, -0.789, -0.271, -0.316, 0.047, 0.104, -0.542, -0.650, -0.575, -0.574, 0.781, 0.452, 0.094, 0.427, 0.329, 0.337, 0.367, 0.381, -0.041, -0.674, -0.208, 0.384, -0.721, 0.211, -0.761, 1.517, -0.819, 0.416, 0.333, 0.091, 0.468, -1.227, 1.503, -0.984, -0.810, -0.960, 0.800, -1.153, -0.432, 1.892, 0.472, 0.357, -0.078, 0.449, 0.379, 0.388, 0.451, 0.075, 0.196, -0.713, -0.226, 0.837, -1.634, 0.395, 1.957, 0.507, -1.636, 0.418, -0.439, -0.802, 0.423]
}



Entry 2:
{
  "formula": "C3H2ClF2N",
  "method": "wB97M-V/def2-TZVPD",
  "fmax_ev_per_a": 9.61,
  "s_squared": 2.009,
  "spin_multiplicity": 3,
  "charge": 0,
  "homo_ha": [-0.238, -0.458],
  "orbital_gap_ev": [6.9, 6.7],
  "symbols": ["C", "C", "C", "N", "F", "F", "Cl", "H", "H"],
  "positions_angstrom": [[2.1668, 0.7602, 0.0931], [-0.1390, -0.0737, 0.4114], [1.2629, 0.0267, 1.0266], [2.8053, 1.5117, -0.5131], [-1.0848, -0.7300, 1.1697], [1.6739, -1.4393, 1.0062], [1.7379, 0.5573, 2.6759], [-0.1132, -0.6974, -0.5080], [-0.5571, 0.9545, 0.3359]],
  "nbo_charge": [0.197, 0.023, -0.023, -0.259, -0.355, -0.388, 0.414, 0.203, 0.188]
}



Summary of relative energy (zero: lowest compared OMol25 entry of this formula, charge and spin) in kJ/mol
0.0; 293.9
(order as listed above)
Summary of DFT total energy in eV
-130362.026; -22583.072
(order as listed above)